<i>
The following is a quantum chemistry calculation of 2 unconnected molecules or ions with the total composition CH6NO2, from the OMol25 dataset.

Calculated values
Frontier orbital gap, Eh: 0.25635
LUMO level, eV: 4.472

ORCA input file:
```
! wB97M-V def2-TZVPD RIJCOSX def2/J DEFGRID3
* xyz -1 1
N -1.02 1.15 0.71
C 0.23 1.35 -0.22
O 1.25 0.54 -0.03
H -0.76 0.72 1.58
H -1.59 0.52 0.29
H 0.46 2.43 -0.02
H -0.16 1.34 -1.25
H 0.81 -2.28 0.26
H 0.17 -2.73 -1.05
O 0.62 -3.03 -0.27
*
```

***

<ii>
The following is a quantum chemistry calculation of 2 unconnected molecules or ions with the total composition CH6NO2, from the OMol25 dataset.

Calculated values
Frontier orbital gap, Eh: 0.27417
LUMO level, eV: 4.770

ORCA input file:
```
! wB97M-V def2-TZVPD RIJCOSX def2/J DEFGRID3
* xyz -1 1
O 2.49 0.56 0.74
H 1.92 1.33 0.82
N 0.26 -0.05 -0.62
C -1.11 0.17 -0.53
O -1.92 -0.79 0.33
H 1.87 0.17 0.02
H 0.54 -0.41 -1.53
H -1.31 1.15 -0.01
H -1.82 0.16 -1.38
H -1.23 -1.09 0.94
*
```

***

Most stable = <i>